ORCA calculation (ωB97M-V/def2-TZVPD) on 6 unconnected molecules or ions with the total composition H12O6.

Geometry (Å):
O  2.9924  1.0521  -0.4374
H  3.7269  1.5125  -0.8431
H  2.9511  0.2137  -0.8974
O  -1.4717  -0.2616  -3.6958
H  -1.3159  0.6739  -3.8255
H  -1.9144  -0.5443  -4.4960
O  3.1113  0.8506  3.4817
H  3.1515  1.0280  2.5419
H  2.8518  -0.0688  3.5415
O  0.6949  -2.7597  -1.5100
H  0.3895  -3.4683  -0.9435
H  -0.1062  -2.3315  -1.8117
O  -3.9672  0.2348  3.2230
H  -3.3739  0.5885  2.5603
H  -4.7938  0.6940  3.0746
O  -1.2239  0.9427  0.3028
H  -0.2706  1.0296  0.3063
H  -1.4317  0.6138  -0.5718

Forces on the atoms, in the same order (eV/Å):
-0.182 0.091 0.257
0.182 0.176 -0.070
-0.065 -0.319 -0.105
0.077 -0.135 0.291
0.076 0.257 -0.019
-0.126 -0.135 -0.186
0.062 0.138 0.217
0.005 0.080 -0.350
-0.074 -0.215 0.048
0.266 0.076 -0.026
-0.033 -0.185 0.166
-0.227 0.193 -0.178
-0.027 -0.172 0.179
0.295 0.076 -0.225
-0.208 0.095 0.000
-0.245 0.051 0.182
0.320 0.053 0.065
-0.097 -0.123 -0.246

Values from the calculation:
E_LUMO = 0.0084 Eh
energy relative to the best compared isomer or geometry (same formula, charge and spin) = 149.4 kJ/mol
HOMO-LUMO gap = 11.45 eV
largest force on an atom = 0.379 eV/A
SMILES = O.O.O.O.O.O

***

ORCA calculation (ωB97M-V/def2-TZVPD) on 6 unconnected molecules or ions with the total composition H12O6.

Geometry (Å):
H  -0.7699  0.7516  -0.0953
H  0.5656  0.1089  0.1082
H  4.6842  -1.6192  -0.5746
H  3.6727  -1.9046  -1.6012
H  1.0862  3.0063  -0.9980
H  1.8486  3.7516  0.0120
H  1.8524  -1.2229  2.6407
H  0.9605  -1.1917  1.3979
H  -3.7548  1.7202  0.5126
H  -3.2286  2.7120  -0.5901
H  -2.6288  -4.4285  -1.1518
H  -3.7075  -3.3563  -1.1914
O  -0.4124  -0.0294  0.1186
O  3.7898  -1.6616  -0.6749
O  1.7991  3.6470  -1.0188
O  1.0244  -0.8961  2.3821
O  -3.4848  2.5887  0.3415
O  -2.7888  -3.4395  -0.9572

Forces on the atoms, in the same order (eV/Å):
-2.165 4.580 -1.163
-1.275 0.062 -0.038
3.895 0.249 0.629
-0.167 0.036 0.163
-0.317 -0.307 -0.704
0.358 0.168 -2.822
1.904 -0.744 0.711
-0.079 0.620 2.858
-0.512 -2.015 -0.066
-0.387 -0.526 0.679
-0.173 2.378 0.536
-0.635 0.278 -0.101
3.366 -4.396 0.923
-3.784 -0.266 -0.764
-0.041 0.145 3.536
-1.713 -0.108 -3.286
0.929 2.517 -0.644
0.795 -2.671 -0.447

Values from the calculation:
E_LUMO = 0.0119 Eh
energy relative to the best compared isomer or geometry (same formula, charge and spin) = 262.5 kJ/mol
HOMO-LUMO gap = 11.45 eV
largest force on an atom = 5.613 eV/A
SMILES = O.O.O.O.O.O

***

ORCA calculation (ωB97M-V/def2-TZVPD) on 6 unconnected molecules or ions with the total composition H12O6.

Geometry (Å):
O  2.3995  -4.8530  -0.3557
H  1.4657  -4.6784  -0.4733
H  2.6303  -5.4263  -1.0867
O  -2.8990  3.7388  1.5785
H  -3.8522  3.7032  1.4989
H  -2.5905  2.9572  1.1200
O  -0.3684  0.5194  0.3729
H  0.0584  0.8044  -0.4351
H  -0.2185  -0.4255  0.4030
O  2.4205  2.3531  -1.2450
H  3.3254  2.2198  -1.5272
H  2.2617  3.2871  -1.3811
O  -0.2920  -3.0908  -3.7149
H  -0.7009  -2.7465  -2.9208
H  0.3030  -2.3969  -3.9987
O  -1.3937  1.0251  4.2650
H  -1.8347  1.8739  4.3007
H  -0.7146  1.1354  3.5994

Forces on the atoms, in the same order (eV/Å):
0.140 0.113 0.190
-0.233 0.033 -0.023
0.086 -0.146 -0.187
0.123 0.188 0.143
-0.244 0.023 0.007
0.171 -0.277 -0.117
-0.262 0.112 0.153
0.281 0.212 -0.193
0.025 -0.230 0.097
-0.220 -0.200 0.042
0.235 -0.095 -0.046
-0.087 0.253 0.002
-0.016 -0.229 -0.048
-0.161 0.070 0.181
0.175 0.157 -0.121
-0.052 -0.230 0.181
-0.141 0.237 -0.020
0.179 0.008 -0.241

Values from the calculation:
E_LUMO = 0.0029 Eh
energy relative to the best compared isomer or geometry (same formula, charge and spin) = 162.6 kJ/mol
HOMO-LUMO gap = 11.26 eV
largest force on an atom = 0.401 eV/A
SMILES = O.O.O.O.O.O

***

ORCA calculation (ωB97M-V/def2-TZVPD) on 6 unconnected molecules or ions with the total composition H12O6.

Geometry (Å):
O  -0.2553  -0.4951  0.0709
H  0.6903  -0.3368  -0.0348
H  -0.6144  0.3487  0.3739
O  -2.0369  2.4837  0.1672
H  -2.8262  2.5156  0.7158
H  -2.3424  2.1316  -0.6745
O  -1.3885  -2.9148  -0.9236
H  -0.9073  -2.1014  -0.7147
H  -1.6248  -3.2825  -0.0678
O  2.0748  3.0241  -0.9495
H  1.8935  2.0869  -1.1173
H  2.9705  3.1739  -1.2616
O  2.4622  0.2682  -1.1812
H  3.3547  0.5804  -1.3604
H  2.3042  -0.4183  -1.8386
O  -1.6150  -2.4810  3.0125
H  -1.2830  -2.1253  2.1815
H  -0.8565  -2.4579  3.6022

Forces on the atoms, in the same order (eV/Å):
0.143 0.074 0.152
0.056 0.087 0.045
-0.122 0.056 -0.074
0.085 -0.220 0.013
-0.012 0.015 0.053
-0.007 0.045 -0.068
0.084 -0.059 -0.069
-0.176 0.060 0.062
-0.037 -0.071 -0.003
-0.129 0.015 0.024
0.063 0.235 0.021
0.000 0.047 -0.035
-0.041 -0.283 -0.106
0.090 -0.089 0.127
-0.045 0.005 -0.065
0.001 -0.018 -0.091
0.030 0.117 -0.025
0.016 -0.014 0.038

Values from the calculation:
E_LUMO = 0.0031 Eh
energy relative to the best compared isomer or geometry (same formula, charge and spin) = 121.6 kJ/mol
HOMO-LUMO gap = 10.98 eV
largest force on an atom = 0.305 eV/A
SMILES = O.O.O.O.O.O

***

ORCA calculation (ωB97M-V/def2-TZVPD) on 6 unconnected molecules or ions with the total composition H12O6.

Geometry (Å):
O  3.7750  0.6433  -0.0829
H  3.7660  1.4975  0.3582
H  2.8389  0.4271  -0.2202
O  2.0517  0.4729  2.3691
H  1.5012  0.8486  1.6649
H  2.9122  0.8819  2.2514
O  0.7060  0.8842  -0.2154
H  -0.0917  0.3510  -0.1108
H  0.4278  1.6210  -0.7678
O  -1.7405  1.3325  -1.6571
H  -1.2759  1.4340  -2.4970
H  -2.3777  2.0566  -1.6433
O  -0.8480  -3.1715  -0.0294
H  -1.3790  -2.3510  -0.1243
H  -1.0791  -3.5216  0.8364
O  -2.7595  -1.1803  -0.2890
H  -2.9684  -0.4086  0.2502
H  -3.4590  -1.8176  -0.0928

Forces on the atoms, in the same order (eV/Å):
-0.083 0.025 -0.134
0.011 0.035 -0.160
0.174 0.037 0.087
-0.359 0.225 0.162
0.153 -0.148 0.054
0.073 -0.182 -0.004
0.169 -0.016 0.175
0.077 -0.001 -0.159
-0.140 -0.043 0.067
0.036 0.347 -0.093
-0.138 -0.139 0.023
0.051 -0.080 -0.025
-0.264 0.385 -0.060
0.373 -0.591 0.116
0.080 0.049 -0.031
-0.368 0.044 0.173
0.069 -0.028 -0.123
0.085 0.080 -0.069

Values from the calculation:
E_LUMO = -0.0004 Eh
energy relative to the best compared isomer or geometry (same formula, charge and spin) = 135.9 kJ/mol
HOMO-LUMO gap = 10.57 eV
largest force on an atom = 0.708 eV/A
SMILES = O.O.O.O.O.O

***

ORCA calculation (ωB97M-V/def2-TZVPD) on 6 unconnected molecules or ions with the total composition H12O6.

Geometry (Å):
H  -0.0841  -0.8022  -0.4402
H  -0.2238  -0.0090  0.9106
H  -0.0877  -0.9465  -3.2234
H  -0.6860  -2.4074  -3.2816
H  1.7570  0.3718  3.8871
H  1.2680  1.6378  4.3372
H  -2.7153  1.9078  -1.5784
H  -2.0737  2.4727  -2.7035
H  3.5000  -3.3556  -2.4635
H  3.4433  -2.5553  -1.1814
H  -2.2880  1.3433  3.8571
H  -2.2549  1.9339  2.4253
O  -0.6241  -0.1112  0.0523
O  0.0157  -1.8075  -3.6451
O  1.9732  1.2587  3.7525
O  -1.8530  1.8726  -2.0338
O  2.8820  -2.8362  -1.9372
O  -1.9487  2.0325  3.2660

Forces on the atoms, in the same order (eV/Å):
-0.934 1.375 1.131
0.415 -0.036 0.376
-0.217 -0.171 0.044
0.991 1.118 -0.414
-0.050 -2.660 -0.041
0.983 0.235 -0.894
0.681 -0.575 0.343
0.158 1.481 -2.059
-0.171 -0.010 -0.151
-0.632 -0.182 -0.653
-0.059 0.277 -0.720
-1.502 -0.787 -3.491
0.551 -1.375 -1.419
-0.850 -0.875 0.348
-0.955 2.417 0.899
-0.822 -0.902 1.617
0.820 0.204 0.868
1.594 0.466 4.214

Values from the calculation:
E_LUMO = 0.0149 Eh
energy relative to the best compared isomer or geometry (same formula, charge and spin) = 222.6 kJ/mol
HOMO-LUMO gap = 11.48 eV
largest force on an atom = 4.530 eV/A
SMILES = O.O.O.O.O.O

***

ORCA calculation (ωB97M-V/def2-TZVPD) on 6 unconnected molecules or ions with the total composition H12O6.

Geometry (Å):
H  -0.9531  -0.2849  0.8635
H  0.2281  0.6643  0.9811
H  4.1027  -0.8237  -1.6441
H  2.7562  -1.0500  -0.9766
H  -4.9584  -3.1747  0.3611
H  -4.6129  -2.0107  -0.5531
H  1.0586  0.4243  -2.3550
H  1.9546  1.4085  -1.6212
H  3.1873  -0.2667  2.4722
H  3.1618  -1.7843  2.3929
H  -2.9283  3.8935  0.9086
H  -2.6428  3.4662  -0.5218
O  -0.4868  0.4109  0.3865
O  3.1580  -0.8603  -1.8319
O  -4.4662  -2.9564  -0.4383
O  1.2738  0.7430  -1.4712
O  2.6245  -1.0278  2.6538
O  -2.4571  3.2288  0.3937

Forces on the atoms, in the same order (eV/Å):
-0.009 0.101 0.036
-0.025 -0.032 -0.194
-0.007 -0.142 -0.135
-0.260 0.226 -0.145
0.065 -0.032 -0.082
0.068 -0.071 -0.042
0.089 -0.047 0.147
0.009 -0.202 -0.107
-0.080 -0.019 0.060
-0.102 0.007 0.062
0.047 -0.062 -0.017
0.090 -0.104 0.052
-0.382 -0.313 0.467
0.927 -0.497 0.053
-0.123 0.109 0.128
-0.317 0.838 -0.150
0.178 0.029 -0.136
-0.168 0.211 0.003

Values from the calculation:
E_LUMO = 0.0167 Eh
energy relative to the best compared isomer or geometry (same formula, charge and spin) = 218.8 kJ/mol
HOMO-LUMO gap = 10.59 eV
largest force on an atom = 1.053 eV/A
SMILES = O.O.O.O.O.O

***

ORCA calculation (ωB97M-V/def2-TZVPD) on a molecular structure, H12O6V.

Geometry (Å):
V  -1.7143  29.3709  0.2329
O  -2.6352  29.9188  -1.6106
H  -2.4374  30.2092  -2.4981
H  -3.0010  28.9726  -1.8395
O  -0.0013  30.5855  -0.0865
H  0.6382  30.9738  0.5425
H  0.3734  30.5949  -0.9898
O  -0.6142  27.6418  -0.7399
H  0.0786  27.3224  -0.1544
H  -0.3092  27.3647  -1.6260
O  -2.5285  30.7680  1.7162
H  -2.5782  30.7373  2.6550
H  -3.4607  30.7154  1.5413
O  -3.4384  28.1444  0.7651
H  -3.6348  28.2934  1.6817
H  -4.0682  27.4798  0.5239
O  -0.8662  28.3676  1.9603
H  -0.2578  28.7964  2.5484
H  -0.9376  27.4923  2.2834

Forces on the atoms, in the same order (eV/Å):
0.778 -0.633 0.361
-1.271 -3.483 -0.278
0.401 0.897 -0.503
0.525 2.494 0.586
0.305 -0.012 -0.216
-0.317 -0.091 -0.619
0.083 0.232 0.732
0.016 0.174 -0.566
0.136 -0.106 0.225
-0.383 0.225 0.326
-0.008 -0.342 -1.269
0.804 0.066 1.709
-1.176 0.541 -0.767
0.625 0.643 -0.128
-0.149 0.146 0.967
-0.570 -0.819 -0.793
-0.110 1.272 -0.797
0.650 0.496 0.598
-0.340 -1.701 0.433

Values from the calculation:
E_LUMO (spin up / spin down) = -0.2609 / -0.2615 Eh
energy relative to the best compared isomer or geometry (same formula, charge and spin) = 56.3 kJ/mol
⟨S²⟩ = 3.75
multiplicity = 4
HOMO-LUMO gap (spin up / spin down) = 9.58 / 13.35 eV
largest force on an atom = 3.718 eV/A
total charge = +2